(1)
Computed, not measured: an isolated molecule of C26H28N4O4, with ωB97M-V with the def2-TZVPD basis set.

CARTESIAN COORDINATES (ANGSTROEM)
C (2.829, 3.089, 0.708)
N (2.323, 1.754, 0.516)
C (3.130, 0.758, 0.038)
O (4.310, 0.886, -0.271)
C (2.278, -0.511, -0.044)
C (2.665, -1.532, 1.045)
C (4.122, -1.945, 0.962)
C (4.970, -1.746, 2.058)
C (6.338, -1.998, 1.936)
C (6.853, -2.503, 0.737)
C (5.994, -2.762, -0.338)
C (4.625, -2.503, -0.220)
N (0.929, 0.040, 0.099)
C (-0.184, -0.667, -0.203)
C (-1.455, -0.237, -0.009)
C (-2.617, -0.823, -0.772)
C (-3.856, -1.230, 0.071)
C (-4.587, -2.377, -0.253)
C (-5.811, -2.636, 0.385)
C (-6.285, -1.765, 1.374)
C (-5.526, -0.650, 1.730)
C (-4.286, -0.430, 1.127)
C (-3.001, 0.133, -1.869)
C (-3.577, 1.432, -1.329)
O (-4.160, 1.577, -0.254)
N (-3.478, 2.559, -2.140)
C (-2.574, 2.787, -3.184)
O (-2.399, 3.868, -3.705)
N (-1.887, 1.615, -3.531)
C (-1.833, 0.417, -2.813)
O (-0.900, -0.353, -3.020)
C (0.902, 1.430, 0.579)
C (0.372, 1.507, 2.025)
C (0.102, 2.387, -0.316)
H (3.919, 3.063, 0.687)
H (2.482, 3.767, -0.079)
H (2.480, 3.486, 1.664)
H (2.405, -0.961, -1.049)
H (2.454, -1.108, 2.044)
H (2.009, -2.407, 0.900)
H (4.543, -1.358, 2.988)
H (6.997, -1.791, 2.779)
H (7.921, -2.693, 0.639)
H (6.383, -3.155, -1.277)
H (3.939, -2.705, -1.049)
H (0.011, -1.642, -0.680)
H (-1.701, 0.589, 0.666)
H (-2.268, -1.744, -1.268)
H (-4.192, -3.064, -1.010)
H (-6.382, -3.533, 0.138)
H (-7.224, -1.964, 1.890)
H (-5.876, 0.060, 2.476)
H (-3.635, 0.340, 1.526)
H (-3.796, -0.335, -2.495)
H (-4.037, 3.359, -1.863)
H (-1.225, 1.727, -4.291)
H (1.165, 1.206, 2.722)
H (0.081, 2.542, 2.247)
H (-0.502, 0.863, 2.166)
H (0.476, 2.330, -1.349)
H (-0.965, 2.143, -0.300)
H (0.213, 3.415, 0.061)

Its total energy is -1527.60517 hartree. The SMILES is CN1C(=O)[C@@H](Cc2ccccc2)N(/C=C/[C@@H](c2ccccc2)C2C(=O)NC(=O)NC2=O)C1(C)C. The relative energy (zero: lowest compared OMol25 entry of this formula, charge and spin) is 39.1 kcal/mol. The frontier orbital gap comes out at 8.038 eV.

(2)
Computed, not measured: a cluster of 3 separate species, C2H6N4O2 in total, with ωB97M-V with the def2-TZVPD basis set.

CARTESIAN COORDINATES (ANGSTROEM)
C (1.516, 0.381, -0.050)
C (-1.775, 1.114, -0.102)
H (4.504, -0.995, -0.270)
H (3.691, 0.754, 1.198)
H (1.622, 1.494, -0.271)
H (0.533, -1.476, -0.433)
H (-1.617, 2.272, -0.638)
H (-3.483, -1.390, -0.477)
N (3.666, 0.101, -0.017)
N (2.455, -0.439, -0.181)
N (0.232, -0.406, -0.311)
N (-2.903, 0.413, -0.266)
O (-0.729, 0.071, 0.786)
O (-2.752, -0.985, 0.118)

Its total energy is -448.86640 hartree. The relative energy (zero: lowest compared OMol25 entry of this formula, charge and spin) is 285.4 kcal/mol. The frontier orbital gap comes out at 7.956 eV.

(3)
Computed, not measured: an isolated molecule of C4H7, with ωB97M-V with the def2-TZVPD basis set.

CARTESIAN COORDINATES (ANGSTROEM)
C (1.543, 0.000, 0.174)
C (0.225, 0.000, -0.495)
C (-0.924, -0.794, 0.114)
C (-0.949, 0.715, 0.162)
H (1.608, -0.001, 1.244)
H (2.455, -0.003, -0.390)
H (0.289, 0.037, -1.592)
H (-1.607, -1.313, -0.563)
H (-0.732, -1.341, 1.040)
H (-0.775, 1.208, 1.123)
H (-1.650, 1.253, -0.481)

Its spin multiplicity is 2. Its total energy is -156.50890 hartree. The relative energy (zero: lowest compared OMol25 entry of this formula, charge and spin) is 0.0 kcal/mol. The frontier orbital gap (alpha / beta) comes out at 8.893 / 11.238 eV.

(4)
Computed, not measured: an isolated molecule of C7H10BF2N, with ωB97M-V with the def2-TZVPD basis set.

CARTESIAN COORDINATES (ANGSTROEM)
C (-1.996, 0.086, 0.083)
N (-0.706, 0.720, 0.186)
C (-0.702, 2.172, 0.162)
B (0.505, -0.024, 0.148)
C (0.145, -1.663, -0.052)
C (1.315, -2.319, -0.314)
C (2.619, -1.641, -0.065)
C (3.042, -0.376, 0.118)
C (2.064, 0.797, 0.069)
F (2.068, 1.424, -1.172)
F (2.504, 1.766, 0.926)
H (-2.395, -0.182, -0.942)
H (-2.059, -0.814, 0.755)
H (-2.887, 0.721, 0.321)
H (-0.712, 2.377, -0.906)
H (-1.504, 2.424, 0.811)
H (0.286, 2.430, 0.523)
H (-0.811, -2.124, -0.360)
H (1.304, -3.359, -0.570)
H (3.388, -2.376, -0.218)
H (4.087, -0.124, 0.217)

Its total energy is -552.00764 hartree. The SMILES is CN(C)B1C=CC=CC1(F)F. The relative energy (zero: lowest compared OMol25 entry of this formula, charge and spin) is 14.6 kcal/mol. The frontier orbital gap comes out at 8.862 eV.

(5)
Computed, not measured: a structure of composition C34H29N5O2S5Sm, with ωB97M-V with the def2-TZVPD basis set.

CARTESIAN COORDINATES (ANGSTROEM)
Sm (0.973, 0.026, -0.649)
S (2.546, 1.046, 1.538)
C (3.434, -0.373, 2.094)
C (3.586, -0.654, 3.458)
C (4.316, -1.745, 3.907)
C (4.938, -2.592, 2.998)
C (4.808, -2.335, 1.641)
C (4.046, -1.263, 1.195)
S (3.851, -0.827, -0.514)
C (3.965, -2.404, -1.365)
C (2.878, -2.684, -2.389)
C (3.212, -3.496, -3.466)
C (2.211, -3.934, -4.309)
C (0.901, -3.621, -3.993)
C (0.636, -2.829, -2.884)
C (-0.807, -2.789, -2.410)
S (-1.483, -1.305, -1.626)
C (-2.180, -1.966, -0.123)
C (-3.545, -1.768, 0.080)
C (-4.151, -2.151, 1.269)
C (-3.374, -2.771, 2.242)
C (-2.020, -2.979, 2.034)
C (-1.366, -2.557, 0.866)
S (0.373, -2.720, 0.690)
N (1.626, -2.284, -2.158)
H (3.107, 0.011, 4.166)
H (4.402, -1.932, 4.971)
H (5.521, -3.439, 3.337)
H (5.318, -2.974, 0.931)
H (3.907, -3.205, -0.626)
H (4.931, -2.485, -1.863)
H (4.247, -3.767, -3.626)
H (2.444, -4.539, -5.177)
H (0.077, -3.998, -4.585)
H (-0.885, -3.573, -1.654)
H (-1.449, -3.044, -3.251)
H (-4.127, -1.301, -0.707)
H (-5.209, -1.980, 1.429)
H (-3.823, -3.086, 3.178)
H (-1.418, -3.446, 2.805)
N (-0.889, 3.206, -3.939)
C (-0.725, 2.238, -2.975)
S (-0.012, 0.772, -3.491)
N (-1.174, 2.648, -1.798)
N (-0.934, 1.832, -0.721)
C (-1.699, 2.061, 0.287)
C (-2.830, 3.035, 0.237)
C (-2.603, 4.406, 0.179)
C (-3.669, 5.289, 0.167)
C (-4.976, 4.810, 0.204)
C (-5.207, 3.444, 0.264)
C (-4.132, 2.560, 0.289)
C (-1.453, 1.347, 1.570)
C (-2.117, 1.741, 2.725)
C (-1.816, 1.103, 3.916)
C (-0.860, 0.104, 3.919)
C (-0.244, -0.222, 2.722)
N (-0.546, 0.375, 1.570)
H (-0.326, 3.102, -4.765)
H (-1.059, 4.136, -3.595)
H (-1.584, 4.769, 0.124)
H (-3.481, 6.355, 0.118)
H (-5.808, 5.503, 0.185)
H (-6.220, 3.061, 0.293)
H (-4.302, 1.490, 0.347)
H (-2.844, 2.540, 2.686)
H (-2.320, 1.396, 4.829)
H (-0.581, -0.422, 4.822)
H (0.510, -0.996, 2.666)
C (2.259, 3.630, -1.093)
C (2.809, 2.530, -1.974)
O (3.661, 2.792, -2.805)
O (2.322, 1.336, -1.771)
H (3.071, 3.998, -0.464)
H (1.439, 3.312, -0.452)
H (1.923, 4.450, -1.729)

Its spin multiplicity is 6. Its total energy is -4386.46054 hartree. Its net charge is -1. The frontier orbital gap (alpha / beta) comes out at 6.896 / 6.908 eV.

(6)
Computed, not measured: an isolated molecule of C4H6N2O, with ωB97M-V with the def2-TZVPD basis set.

CARTESIAN COORDINATES (ANGSTROEM)
N (1.903, 0.849, -0.121)
C (0.568, 0.396, -0.080)
N (-0.480, 1.280, -0.123)
C (-1.669, 0.598, -0.123)
C (-1.390, -0.746, -0.099)
C (0.029, -0.867, -0.063)
O (0.795, -2.015, -0.070)
H (2.487, 0.112, -0.502)
H (2.256, 1.060, 0.808)
H (-0.360, 2.275, -0.222)
H (-2.614, 1.123, -0.143)
H (-2.111, -1.554, -0.108)
H (0.598, -2.510, 0.734)

Its total energy is -340.75947 hartree. The SMILES is Nc1[nH]ccc1O. The relative energy (zero: lowest compared OMol25 entry of this formula, charge and spin) is 22.2 kcal/mol. The frontier orbital gap comes out at 8.567 eV.